--- i ---
Entry from the Open Molecules 2025 dataset: a 2-piece molecular cluster, C2H5NO overall (ωB97M-V/def2-TZVPD).

Charge: 0
Gap between HOMO and LUMO (eV): 11.93

```
9
Properties=species:S:1:pos:R:3:lowdin_charge:R:1
C -0.94 2.39 1.15 -0.46
C 0.42 -0.77 0.14 -0.02
N -1.43 2.28 0.09 0.23
O -0.38 2.24 2.14 0.15
H 0.42 -1.40 -0.71 0.01
H 0.55 -1.42 1.02 0.04
H 1.10 -0.05 0.22 -0.03
H -1.86 2.42 -0.79 0.09
H -0.57 -0.43 0.31 0.00
```



--- ii ---
Entry from the Open Molecules 2025 dataset: C2H5NO as an isolated structure (ωB97M-V/def2-TZVPD).

Charge: 0
Gap between HOMO and LUMO (eV): 9.07

```
9
Properties=species:S:1:pos:R:3:lowdin_charge:R:1
C 0.32 -0.70 -1.15 -0.03
C -0.02 0.18 0.07 -0.54
N 0.18 1.44 0.12 0.11
O -0.53 -0.76 1.11 -0.03
H 0.63 -0.07 -2.02 0.09
H 1.25 -1.23 -0.85 0.09
H -0.53 -1.24 -1.52 0.08
H -0.69 1.97 0.04 0.08
H 0.53 -0.29 1.09 0.16
```



Stability order, top to bottom: i, ii



--- i ---
Entry from the Open Molecules 2025 dataset: one molecule with the formula C2H5NO (ωB97M-V/def2-TZVPD).

Charge: 0
Gap between HOMO and LUMO (eV): 10.83

```
9
Properties=species:S:1:pos:R:3:lowdin_charge:R:1
C 0.44 1.05 1.72 0.00
C -0.28 -0.78 -1.09 -0.16
N 0.51 0.46 0.56 -0.07
O -0.61 -0.08 0.03 -0.20
H 1.37 1.55 2.09 0.08
H -0.54 1.07 2.13 0.06
H 0.61 -1.53 -1.15 0.12
H -0.10 -0.02 -1.91 0.09
H -1.26 -1.28 -1.24 0.09
```



--- ii ---
Entry from the Open Molecules 2025 dataset: one molecule with the formula C2H5NO (ωB97M-V/def2-TZVPD).

Charge: 0
Gap between HOMO and LUMO (eV): 10.19

```
9
Properties=species:S:1:pos:R:3:lowdin_charge:R:1
C 0.36 -0.98 -0.10 -0.12
N 0.31 0.44 -0.24 -0.11
C -0.71 1.28 0.41 -0.32
O -1.30 0.97 1.42 0.05
H -0.61 -1.29 0.30 0.09
H 0.52 -1.48 -1.06 0.08
H 1.14 -1.27 0.60 0.07
H 1.14 0.95 -0.52 0.12
H -0.75 1.51 -0.70 0.14
```



--- iii ---
Entry from the Open Molecules 2025 dataset: a 2-piece molecular cluster, C2H5NO overall (ωB97M-V/def2-TZVPD).

Charge: 0
Gap between HOMO and LUMO (eV): 8.54

```
9
Properties=species:S:1:pos:R:3:lowdin_charge:R:1
C -1.80 0.37 -1.49 -0.06
C -0.12 0.87 0.17 0.06
N -1.06 0.65 -0.50 -0.15
O 2.45 -1.00 1.43 -0.03
H -2.72 -0.10 -1.51 0.03
H -1.30 0.47 -2.46 0.07
H 2.59 -1.20 2.34 0.02
H -0.01 1.63 0.95 0.06
H 1.97 -1.69 1.07 -0.01
```



Stability order, top to bottom: ii, i, iii



--- i ---
Entry from the Open Molecules 2025 dataset: an isolated ion of composition C6H10N and charge +1 (ωB97M-V/def2-TZVPD).

Charge: +1
Gap between HOMO and LUMO (eV): 9.27

```
17
Properties=species:S:1:pos:R:3:lowdin_charge:R:1
C -0.29 -2.48 0.49 0.19
C -0.11 -1.26 0.59 -0.16
C 2.34 -0.19 -0.60 0.04
C 1.68 0.22 0.46 -0.11
C -0.63 0.86 -0.50 -0.15
C 0.09 0.12 0.66 -0.34
N -2.08 0.83 -0.20 0.14
H -0.35 -3.51 0.32 0.03
H 3.36 -0.08 -0.54 0.04
H 1.95 -0.60 -1.59 0.11
H 2.20 0.59 1.36 0.12
H -0.06 1.86 -0.55 0.17
H -0.52 0.26 -1.47 0.16
H -0.21 0.59 1.58 0.14
H -2.67 1.46 -0.82 0.20
H -2.15 1.45 0.71 0.22
H -2.54 -0.10 0.07 0.21
```



--- ii ---
Entry from the Open Molecules 2025 dataset: an isolated ion of composition C6H10N and charge +1 (ωB97M-V/def2-TZVPD).

Charge: +1
Gap between HOMO and LUMO (spin up / spin down) (eV): 7.99 / 7.99

```
17
Properties=species:S:1:pos:R:3:lowdin_charge:R:1
C -0.51 0.06 -0.99 -0.09
C -0.89 -0.16 -2.29 0.06
C 0.45 0.04 2.65 0.00
C 1.07 1.16 1.67 0.01
C -0.59 -0.38 0.42 -0.04
C -0.20 -0.97 -3.24 -0.11
N -0.28 0.61 1.50 -0.14
H -0.23 1.08 -1.10 0.12
H 0.66 -0.94 2.57 0.06
H 0.11 0.20 3.76 0.17
H 1.15 2.13 2.18 0.12
H 1.93 0.94 0.94 0.16
H -1.33 -1.09 0.79 0.11
H -0.76 -1.88 -3.10 0.11
H 0.85 -1.27 -3.08 0.10
H -0.30 -0.72 -4.39 0.14
H -1.13 1.20 1.69 0.21
```



--- iii ---
Entry from the Open Molecules 2025 dataset: a 2-piece molecular cluster, C6H10N overall (ωB97M-V/def2-TZVPD).

Charge: +1
Gap between HOMO and LUMO (eV): 10.24

```
17
Properties=species:S:1:pos:R:3:lowdin_charge:R:1
C -1.32 1.12 0.82 0.07
C -0.24 1.47 1.20 -0.16
C -0.07 -0.60 -1.41 -0.03
C 1.07 1.64 1.90 -0.03
C -0.01 0.24 -2.52 0.00
C -0.21 -2.37 0.42 -0.02
N -0.08 -1.45 -0.63 0.13
H -2.26 1.19 0.38 0.02
H 1.19 0.76 2.34 0.03
H 0.89 2.50 2.49 0.09
H 1.74 1.70 1.11 0.06
H -0.45 1.18 -2.03 0.14
H -0.55 -0.15 -3.44 0.14
H 1.01 0.25 -3.08 0.16
H -1.25 -2.68 0.66 0.12
H -0.07 -1.61 1.32 0.14
H 0.60 -3.17 0.50 0.14
```



--- iv ---
Entry from the Open Molecules 2025 dataset: an isolated ion of composition C6H10N and charge +1 (ωB97M-V/def2-TZVPD).

Charge: +1
Gap between HOMO and LUMO (eV): 10.27

```
17
Properties=species:S:1:pos:R:3:lowdin_charge:R:1
C -0.30 -0.68 -0.40 -0.16
C -1.65 -1.40 -0.25 0.12
C 0.60 -0.67 0.68 -0.02
C -1.72 -0.13 -0.03 -0.17
C -2.32 1.16 0.24 -0.01
C 2.47 0.29 -0.55 -0.02
N 1.81 -0.22 0.63 0.03
H 0.08 -0.47 -1.39 0.13
H -2.06 -2.37 -0.37 0.12
H 0.23 -1.01 1.65 0.17
H -1.72 1.75 0.93 0.10
H -3.31 1.00 0.67 0.10
H -2.43 1.72 -0.69 0.11
H 1.87 1.06 -1.04 0.11
H 3.42 0.73 -0.27 0.10
H 2.66 -0.52 -1.26 0.11
H 2.38 -0.25 1.47 0.17
```



Stability order, top to bottom: iv, i, iii, ii



--- i ---
Entry from the Open Molecules 2025 dataset: C6H10N as an isolated structure (ωB97M-V/def2-TZVPD).

Charge: +1
Gap between HOMO and LUMO (eV): 10.34

```
17
Properties=species:S:1:pos:R:3:lowdin_charge:R:1
C 1.18 -1.14 -0.62 -0.06
C 1.75 0.40 0.87 -0.05
C -0.36 1.06 -0.85 0.04
C 1.51 0.29 -0.57 0.01
C 0.56 -0.50 0.57 -0.14
C -2.03 -0.43 0.27 0.07
N -0.72 0.39 0.36 -0.14
H 0.60 -1.68 -1.30 0.12
H 2.04 -1.66 -0.19 0.14
H 2.66 -0.20 1.07 0.14
H 1.75 1.43 1.27 0.14
H -0.66 2.12 -0.81 0.13
H -0.79 0.64 -1.70 0.08
H -2.13 -0.44 -0.89 0.13
H -1.84 -1.40 0.73 0.11
H -2.86 0.14 0.63 0.09
H -0.66 0.99 1.18 0.18
```



--- ii ---
Entry from the Open Molecules 2025 dataset: an isolated ion of composition C6H10N and charge +1 (ωB97M-V/def2-TZVPD).

Charge: +1
Gap between HOMO and LUMO (eV): 11.59

```
17
Properties=species:S:1:pos:R:3:lowdin_charge:R:1
C -1.61 0.35 0.70 -0.08
C -0.37 0.78 0.05 -0.30
C -2.56 -0.12 -0.07 0.07
C 0.87 1.51 0.31 0.09
C 0.03 0.18 -1.27 0.07
C 1.72 -0.90 0.36 0.00
N 0.86 0.09 -0.06 -0.17
H -1.49 0.13 1.77 0.13
H -3.46 -0.71 0.26 0.11
H -2.38 -0.12 -1.14 0.07
H 1.01 2.16 -0.63 0.17
H 0.96 1.77 1.34 0.15
H -0.45 -0.83 -1.56 0.18
H 0.41 0.90 -1.98 0.13
H 2.78 -0.74 0.26 0.11
H 1.44 -1.13 1.46 0.15
H 1.56 -1.84 -0.24 0.13
```



--- iii ---
Entry from the Open Molecules 2025 dataset: an isolated ion of composition C6H10N and charge +1 (ωB97M-V/def2-TZVPD).

Charge: +1
Gap between HOMO and LUMO (eV): 10.08

```
17
Properties=species:S:1:pos:R:3:lowdin_charge:R:1
C -1.68 0.75 -2.57 0.18
C -0.95 0.24 -1.75 -0.09
C 0.20 1.44 1.16 0.13
C -0.18 -0.35 -0.65 -0.18
C 1.24 -0.45 -1.17 -0.05
C -0.18 -0.73 2.06 -0.04
N -0.02 0.22 1.02 -0.11
H -2.37 0.68 -3.36 0.05
H 0.26 1.77 2.27 0.16
H 0.17 2.10 0.31 0.12
H -0.74 -1.33 -0.44 0.16
H 1.65 0.44 -1.54 0.08
H 1.33 -1.07 -1.97 0.07
H 1.98 -0.77 -0.44 0.10
H 0.70 -0.65 2.83 0.15
H -0.21 -1.82 1.70 0.13
H -1.19 -0.47 2.54 0.14
```



Stability order, top to bottom: ii, iii, i



--- i ---
Entry from the Open Molecules 2025 dataset: an isolated ion of composition C6H10N and charge +1 (ωB97M-V/def2-TZVPD).

Charge: +1
Gap between HOMO and LUMO (eV): 10.09

```
17
Properties=species:S:1:pos:R:3:lowdin_charge:R:1
C -0.42 0.95 0.99 -0.02
C -0.16 1.60 -0.25 0.09
C -0.71 -0.53 0.94 -0.21
C 0.37 -0.09 -0.06 -0.05
C -0.45 -1.47 2.15 -0.01
C 0.70 0.82 -2.40 0.02
N -0.16 0.57 -1.26 -0.12
H 0.05 1.26 1.89 0.14
H -1.53 -0.92 0.29 0.16
H 1.42 -0.07 0.09 0.16
H 0.34 -0.94 2.70 0.09
H -0.13 -2.43 1.65 0.11
H -1.44 -1.53 2.73 0.12
H 0.20 0.69 -3.31 0.09
H 1.28 1.82 -2.41 0.14
H 1.62 0.08 -2.19 0.15
H -0.98 0.19 -1.54 0.15
```



--- ii ---
Entry from the Open Molecules 2025 dataset: C6H10N as an isolated structure (ωB97M-V/def2-TZVPD).

Charge: +1
Gap between HOMO and LUMO (spin up / spin down) (eV): 8.19 / 8.47

```
17
Properties=species:S:1:pos:R:3:lowdin_charge:R:1
C 1.38 -0.76 -1.16 -0.02
C 0.81 -1.40 0.07 -0.16
C -1.06 -0.43 -0.13 -0.25
C -0.09 -1.08 -0.99 -0.03
C 0.05 -0.28 0.84 -0.10
C 0.71 0.89 1.42 -0.03
N -1.72 0.87 -0.56 0.24
H 2.05 0.07 -1.13 0.10
H 1.57 -1.54 -1.92 0.12
H 1.27 -2.17 0.65 0.14
H -1.92 -1.00 0.23 0.17
H 0.08 1.15 2.28 0.10
H 1.00 1.66 0.79 0.08
H 1.54 0.60 2.03 0.09
H -2.02 1.59 0.07 0.16
H -2.53 0.61 -1.16 0.19
H -1.13 1.22 -1.33 0.18
```



--- iii ---
Entry from the Open Molecules 2025 dataset: C6H10N as an isolated structure (ωB97M-V/def2-TZVPD).

Charge: +1
Gap between HOMO and LUMO (eV): 9.61

```
17
Properties=species:S:1:pos:R:3:lowdin_charge:R:1
C 1.86 -0.07 0.63 -0.08
C 0.66 0.27 -0.19 -0.28
C 1.07 0.64 1.68 0.13
C -0.50 -0.02 0.44 -0.20
C 0.70 0.50 -1.63 -0.01
C -1.87 0.01 -0.13 0.02
N -0.08 -0.24 1.83 0.04
H 1.76 -1.14 0.87 0.13
H 2.86 0.16 0.35 0.13
H 1.63 1.07 -1.88 0.11
H -0.17 1.21 -2.08 0.15
H 0.67 -0.45 -2.16 0.11
H -2.09 0.80 -0.83 0.09
H -2.69 -0.10 0.62 0.11
H -2.01 -0.96 -0.64 0.12
H 0.18 -1.21 2.05 0.18
H -0.78 0.08 2.66 0.26
```



--- iv ---
Entry from the Open Molecules 2025 dataset: C6H10N as an isolated structure (ωB97M-V/def2-TZVPD).

Charge: +1
Gap between HOMO and LUMO (eV): 9.07

```
17
Properties=species:S:1:pos:R:3:lowdin_charge:R:1
C 0.48 -1.70 -0.53 -0.05
C 1.63 -0.70 -0.88 0.08
C -1.11 0.30 0.46 -0.04
C -0.10 -0.47 0.05 -0.21
C 1.14 0.23 -0.03 -0.25
C 1.64 1.60 0.34 0.01
N -2.56 -0.15 0.30 0.18
H -0.09 -2.19 -1.34 0.13
H 0.71 -2.38 0.17 0.08
H 2.49 -0.81 -1.63 0.16
H -0.97 1.15 1.03 0.10
H 2.56 1.79 -0.23 0.10
H 1.74 1.73 1.40 0.09
H 0.82 2.16 0.00 0.07
H -2.53 -1.08 0.65 0.14
H -2.87 -0.05 -0.75 0.23
H -2.99 0.56 0.99 0.20
```



Stability order, top to bottom: iv, iii, i, ii